# 1
Computed, not measured: a cluster of 3 separate species, C16H24ClN2O2 in total, with ωB97M-V/def2-TZVPD.

Structure (XYZ):
```
45
Properties=species:S:1:pos:R:3:forces:R:3
C 132.638 153.834 132.555 4.2 7.2 -0.8
N 133.116 152.598 132.087 -1.2 0.3 -2.4
C 133.582 151.718 132.988 -1.7 -2.3 -3.8
C 133.670 150.402 132.576 1.5 1.1 -3.4
C 133.687 150.071 131.102 -1.8 1.5 2.7
C 133.100 151.069 130.229 1.9 -1.6 2.2
C 132.770 152.301 130.805 3.1 0.4 -2.7
C 134.251 148.784 130.658 0.9 -1.2 -2.6
C 135.106 147.975 131.483 -4.3 -0.3 -10.9
C 135.764 146.894 131.030 2.5 -2.3 -0.8
N 135.649 146.520 129.712 -1.0 -0.2 0.1
C 134.851 147.243 128.833 1.1 2.2 9.3
C 134.153 148.376 129.231 -1.2 0.8 1.7
C 136.217 145.218 129.191 -9.3 -0.2 -0.1
H 132.153 153.647 133.361 -3.0 -1.2 5.7
H 131.949 154.569 132.118 0.1 -1.3 -1.7
H 133.460 154.780 132.936 -1.5 -3.4 -1.2
H 133.635 152.052 133.942 0.5 0.9 2.8
H 134.135 149.780 133.275 0.2 -1.4 0.8
H 133.262 150.873 129.171 -0.8 0.6 0.1
H 132.842 153.161 130.023 -1.3 -1.1 1.9
H 135.370 148.136 132.320 2.6 3.1 11.3
H 136.585 146.377 131.814 -2.5 1.0 -2.8
H 134.779 147.084 127.916 0.1 -2.9 -8.0
H 133.416 148.825 128.403 1.9 -0.8 2.2
H 135.569 144.956 128.278 1.4 0.2 1.3
H 136.262 144.445 129.891 -0.8 -0.9 1.6
H 137.094 145.364 128.955 8.8 1.8 -3.2
Cl 136.756 145.744 125.860 -0.3 0.2 0.6
C 137.722 150.617 131.817 2.1 -2.8 1.3
O 137.710 149.759 130.693 -1.0 1.1 -0.1
C 138.824 150.090 129.859 1.0 -0.1 6.8
C 138.831 149.427 128.692 -5.2 -6.5 -2.9
O 137.719 149.919 128.052 -2.3 0.7 -1.7
C 137.460 149.280 126.808 -3.3 0.1 0.6
H 136.830 150.351 132.320 -1.1 0.5 0.8
H 137.924 151.612 131.608 -0.6 2.2 -0.8
H 138.593 150.429 132.573 -1.1 -0.4 -1.2
H 139.539 149.659 130.525 2.1 0.5 0.1
H 138.939 151.120 129.690 0.0 1.6 0.1
H 138.678 148.258 128.633 0.8 1.7 1.0
H 139.524 149.643 128.058 5.6 1.1 -3.1
H 138.369 148.913 126.305 -0.8 0.2 -0.2
H 136.728 149.966 126.340 1.5 0.5 -1.0
H 136.597 148.530 126.916 2.1 -0.5 0.3
```
Positions in Å, forces in eV/Å.

Properties
Orbital gap ... 2.6 eV
LUMO level ... -6.3 eV
Molecular weight ... 311.83 g mol⁻¹
2S+1 ... 1
Charge ... +1

Charges per atom according to natural (NBO) partitioning, unit e: C -0.446; N -0.272; C 0.098; C -0.182; C 0.085; C -0.190; C 0.089; C 0.000; C -0.180; C 0.118; N -0.224; C 0.141; C -0.175; C -0.368; H 0.209; H 0.282; H 0.242; H 0.239; H 0.239; H 0.265; H 0.273; H 0.194; H 0.276; H 0.243; H 0.270; H 0.283; H 0.217; H 0.219; Cl -0.952; C -0.249; O -0.549; C -0.098; C -0.084; O -0.564; C -0.286; H 0.161; H 0.181; H 0.164; H 0.188; H 0.191; H 0.164; H 0.194; H 0.213; H 0.193; H 0.187

=====

# 2
Computed, not measured: a structure of composition C14H22ClNTi, with ωB97M-V/def2-TZVPD.

Structure (XYZ):
```
39
Properties=species:S:1:pos:R:3:forces:R:3
C -6.028 2.218 -0.557 -0.3 0.4 -0.2
C -6.232 2.179 0.883 0.8 -0.2 0.7
C -5.530 3.448 -1.178 1.1 0.0 0.0
C -6.479 1.120 -1.396 0.7 -0.8 -0.4
Cl -2.817 0.593 0.015 -3.3 0.0 0.0
H -6.436 4.067 -1.383 0.5 -0.2 0.0
H -4.963 3.254 -2.108 -0.8 0.1 0.2
H -4.832 3.986 -0.511 -0.7 0.0 -0.1
H -7.267 2.549 1.056 0.4 -0.2 0.1
H -5.507 2.808 1.419 -0.5 0.2 -0.2
H -6.112 1.174 1.306 -0.5 0.1 -0.3
H -7.551 1.324 -1.614 0.3 -0.2 0.0
H -6.374 0.141 -0.909 -0.5 0.3 0.2
H -5.909 1.041 -2.334 -0.5 0.4 0.1
C 1.261 1.172 1.456 -0.8 0.2 -1.1
C 0.926 2.027 0.336 0.1 -0.3 1.4
C -0.413 2.455 0.515 -0.9 -0.3 0.2
H 1.635 2.348 -0.419 -0.3 0.1 0.3
C -0.971 1.754 1.658 1.4 0.5 0.1
C 0.086 0.963 2.217 -0.8 0.8 0.0
H -0.049 0.344 3.123 0.3 0.5 -0.7
H 2.257 0.808 1.692 -0.3 -0.2 -0.2
H -0.980 3.174 -0.091 0.5 -0.4 0.3
H -1.977 1.857 2.065 0.6 0.0 -0.2
C -0.328 -1.664 -1.639 -1.0 0.7 -0.6
C 0.912 -0.979 -1.740 -0.8 0.7 0.4
C 0.637 0.395 -2.081 -0.2 -1.1 -0.4
H 1.898 -1.430 -1.631 -0.3 0.3 0.3
C -0.757 0.509 -2.346 -0.7 -0.5 0.5
C -1.382 -0.759 -2.017 1.0 -0.1 -0.5
H -2.448 -1.012 -2.068 0.8 0.2 -0.1
H -0.535 -2.712 -1.355 0.5 0.8 -0.3
H 1.394 1.157 -2.219 -0.2 -0.2 -0.1
H -1.311 1.389 -2.684 0.4 -0.3 0.1
Ti -0.711 0.298 -0.106 4.5 -1.1 0.8
N -0.135 -1.527 1.089 -0.4 -1.0 0.8
H -0.565 -2.408 0.757 0.6 0.6 0.0
H -0.403 -1.527 2.082 0.1 0.3 -0.4
H 0.894 -1.660 1.112 -0.8 0.0 -0.3
```
Positions in Å, forces in eV/Å.

Properties
Orbital gap ... 6.5 eV
LUMO level ... -8.1 eV
Molecular weight ... 287.66 g mol⁻¹
2S+1 ... 1
Charge ... +2

Charges per atom according to natural (NBO) partitioning, unit e: C 0.651; C -0.768; C -0.763; C -0.769; Cl -0.268; H 0.332; H 0.274; H 0.270; H 0.333; H 0.270; H 0.279; H 0.334; H 0.278; H 0.273; C -0.211; C -0.238; C -0.291; H 0.265; C -0.274; C -0.216; H 0.253; H 0.264; H 0.269; H 0.268; C -0.212; C -0.210; C -0.239; H 0.267; C -0.293; C -0.280; H 0.272; H 0.253; H 0.266; H 0.271; Ti 0.827; N -0.988; H 0.412; H 0.411; H 0.428

=====

# 3
Computed, not measured: a structure of composition C38H56BN9RuS4, with ωB97M-V/def2-TZVPD.

Structure (XYZ):
```
109
Properties=species:S:1:pos:R:3:forces:R:3
Ru 1.036 -0.084 -0.062 -0.1 0.1 0.2
C 1.605 1.440 5.399 0.0 0.0 0.0
C 0.561 2.536 5.191 0.0 0.0 0.0
C -0.116 2.835 6.525 0.0 0.0 0.0
C 1.182 3.823 4.652 0.0 0.0 0.0
N -0.473 2.047 4.213 0.0 0.0 0.0
C -1.825 1.918 4.491 0.0 0.0 0.0
C -2.435 1.487 3.372 -0.1 0.0 0.0
N -1.469 1.364 2.393 0.1 0.1 0.0
B -1.630 0.877 0.961 0.1 -0.1 0.1
N -1.926 1.974 -0.055 0.0 0.0 0.0
C -3.054 2.766 -0.099 -0.1 0.0 0.0
C -2.895 3.652 -1.101 0.0 0.0 0.0
N -1.660 3.417 -1.675 0.0 0.0 0.0
C -1.075 2.395 -1.011 0.1 0.0 0.0
S 0.543 1.824 -1.349 -0.1 0.0 -0.1
C -1.109 4.201 -2.844 0.0 0.0 0.0
C -2.145 5.232 -3.285 0.0 0.0 0.0
C -0.852 3.244 -4.007 0.0 0.0 0.0
C 0.154 4.937 -2.400 0.0 0.0 0.0
N -2.501 -0.368 0.882 0.0 0.0 -0.1
C -3.795 -0.536 0.440 0.0 0.0 0.0
C -4.086 -1.846 0.536 0.0 0.0 0.1
N -2.965 -2.497 1.032 -0.1 0.0 0.0
C -1.993 -1.580 1.203 0.1 0.0 0.0
S -0.337 -1.790 1.656 0.0 0.1 0.0
C -2.921 -3.996 1.181 0.1 0.0 0.0
C -4.289 -4.475 1.673 0.0 0.0 0.0
C -2.597 -4.577 -0.194 0.0 0.0 0.0
C -1.876 -4.428 2.205 0.0 0.0 0.0
C -0.273 1.695 2.924 0.0 0.0 0.0
S 1.220 1.658 2.060 0.0 0.0 0.0
H 2.293 1.753 6.185 0.0 0.0 0.0
H 2.182 1.259 4.493 0.0 0.0 0.0
H 1.128 0.511 5.715 0.0 0.0 0.0
H 0.648 3.186 7.216 0.0 0.0 0.0
H -0.570 1.945 6.965 0.0 0.0 0.0
H -0.864 3.623 6.438 0.0 0.0 0.0
H 1.901 4.201 5.378 0.0 0.0 0.0
H 0.415 4.586 4.505 0.0 0.0 0.0
H 1.705 3.662 3.711 0.0 0.0 0.0
H -2.237 2.132 5.458 0.0 0.0 0.0
H -3.468 1.237 3.197 0.0 0.0 0.0
H -0.525 0.509 0.669 0.0 0.0 -0.2
H -3.868 2.648 0.596 0.0 0.0 0.0
H -3.555 4.424 -1.444 0.0 0.0 0.0
H -3.075 4.767 -3.616 0.0 0.0 0.0
H -1.731 5.772 -4.135 0.0 0.0 0.0
H -2.355 5.966 -2.507 0.0 0.0 0.0
H -1.771 2.720 -4.277 0.0 0.0 0.0
H -0.077 2.515 -3.785 0.0 0.0 0.0
H -0.529 3.825 -4.871 0.0 0.0 0.0
H -0.066 5.600 -1.561 0.0 0.0 0.0
H 0.510 5.549 -3.229 0.0 0.0 0.0
H 0.956 4.261 -2.114 0.0 0.0 0.0
H -4.402 0.282 0.093 0.0 0.0 0.0
H -4.995 -2.365 0.305 0.0 0.0 0.0
H -5.080 -4.347 0.936 0.0 0.0 0.0
H -4.574 -3.969 2.596 0.0 0.0 0.0
H -4.224 -5.542 1.879 0.0 0.0 0.0
H -3.356 -4.302 -0.929 0.0 0.0 0.0
H -2.559 -5.665 -0.130 0.0 0.0 0.0
H -1.629 -4.212 -0.541 0.0 0.0 0.0
H -2.003 -3.904 3.154 0.0 0.0 0.0
H -0.860 -4.277 1.851 -0.1 0.0 0.0
H -2.016 -5.492 2.389 0.0 0.0 0.0
N 2.495 -1.075 1.257 0.0 -0.1 0.0
C 3.735 -0.352 1.437 0.0 0.1 -0.1
C 4.208 -0.111 2.716 0.0 0.0 0.0
C 5.370 0.622 2.887 0.0 0.0 0.0
C 6.043 1.109 1.776 0.0 0.0 0.0
C 5.565 0.851 0.503 0.0 0.0 0.0
C 4.401 0.105 0.307 0.0 0.0 0.1
C 3.910 -0.198 -1.059 0.0 0.0 0.0
C 4.875 -0.434 -2.043 0.0 0.0 0.0
C 4.533 -0.622 -3.370 0.0 0.0 0.0
C 3.199 -0.562 -3.745 0.0 0.0 0.0
C 2.226 -0.364 -2.782 -0.1 0.0 0.1
C 2.547 -0.224 -1.424 0.3 0.0 -0.2
H 2.038 -1.166 2.162 0.0 0.0 0.0
H 2.667 -2.014 0.901 0.0 0.0 0.0
H 3.667 -0.494 3.574 0.0 0.0 0.0
H 5.745 0.815 3.883 0.0 0.0 0.0
H 6.943 1.697 1.902 0.0 0.0 0.0
H 6.087 1.254 -0.354 0.0 0.0 0.0
H 5.917 -0.472 -1.754 0.0 0.0 0.0
H 5.306 -0.794 -4.107 0.0 0.0 0.0
H 2.916 -0.658 -4.786 0.0 0.0 0.0
H 1.193 -0.292 -3.090 0.0 0.0 0.0
C -1.227 -3.602 -4.809 0.0 0.0 0.0
N -0.975 -2.358 -4.077 0.0 0.0 0.0
C -1.815 -1.243 -4.504 0.0 0.0 0.0
C -0.346 -2.354 -2.884 0.0 0.0 -0.1
S -0.897 -1.268 -1.679 0.1 -0.1 0.1
N 0.668 -3.220 -2.712 -0.1 0.0 0.0
C 1.490 -3.694 -3.824 0.0 0.0 0.0
C 1.156 -3.622 -1.407 0.0 0.1 0.0
H -2.299 -3.678 -4.992 0.0 0.0 0.0
H -0.921 -4.459 -4.218 0.0 0.0 0.0
H -0.710 -3.620 -5.769 0.0 0.0 0.0
H -1.850 -1.247 -5.593 0.0 0.0 0.0
H -1.396 -0.302 -4.161 0.0 0.0 0.0
H -2.832 -1.339 -4.117 0.0 0.0 0.0
H 1.307 -3.092 -4.709 0.0 0.0 0.0
H 1.303 -4.744 -4.053 0.0 0.0 0.0
H 2.537 -3.580 -3.540 0.0 0.0 0.0
H 0.461 -3.321 -0.630 0.0 0.1 0.1
H 2.138 -3.172 -1.223 0.0 0.0 0.0
H 1.269 -4.708 -1.390 0.0 0.0 0.0
```
Positions in Å, forces in eV/Å.

Properties
Orbital gap (alpha / beta) ... 7.4 / 5.8 eV
LUMO level (alpha / beta) ... -5.0 / -6.8 eV
Molecular weight ... 879.08 g mol⁻¹
2S+1 ... 5
Charge ... +2

Here are the Mulliken charges for atoms 1 to 99, given in e: Ru -1.036; C -1.372; C 1.182; C -2.224; C -1.508; N 0.555; C -0.348; C -1.233; N 0.783; B 1.044; N 1.460; C -0.903; C -0.697; N 0.576; C 0.208; S 0.033; C 1.063; C -2.219; C -1.356; C -1.539; N 0.618; C -0.869; C -0.702; N 0.630; C -0.185; S -0.609; C 1.072; C -1.851; C -1.194; C -1.764; C 0.237; S -0.153; H 0.538; H 0.101; H 0.380; H 0.450; H 0.489; H 0.506; H 0.486; H 0.396; H 0.320; H 0.556; H 0.683; H -1.457; H 0.659; H 0.585; H 0.492; H 0.464; H 0.493; H 0.372; H 0.194; H 0.538; H 0.395; H 0.491; H 0.296; H 0.683; H 0.522; H 0.457; H 0.419; H 0.465; H 0.361; H 0.522; H 0.021; H 0.423; H 0.260; H 0.534; N -0.353; C 0.826; C -0.831; C -0.696; C -0.861; C -1.013; C 0.470; C 1.057; C -0.823; C -1.104; C -1.055; C 0.288; C 0.176; H 0.491; H 0.183; H 0.476; H 0.452; H 0.445; H 0.609; H 0.658; H 0.444; H 0.563; H 0.584; C -1.223; N 0.369; C -1.161; C -0.263; S 0.154; N 0.524; C -1.407; C -0.916; H 0.416; H 0.382

=====

# 4
Computed, not measured: an isolated molecule of C3H3N3O, with ωB97M-V/def2-TZVPD.

Structure (XYZ):
```
10
Properties=species:S:1:pos:R:3:forces:R:3
O 1.745 -0.500 0.571 0.4 0.0 0.0
C 0.926 -0.035 -0.396 -0.4 0.0 0.1
C 0.406 1.297 -0.249 -0.1 0.1 0.0
N -0.708 1.194 0.428 -0.1 0.1 -0.2
N -1.369 0.066 0.634 -0.6 0.3 -0.6
C -1.103 -0.873 -0.292 -0.3 0.0 0.0
N 0.087 -0.924 -0.861 0.0 0.1 0.5
H 1.031 -0.845 1.164 1.1 -0.4 0.0
H 0.822 2.263 -0.505 0.0 -0.2 0.2
H -1.836 -1.642 -0.495 0.0 0.1 0.0
```
Positions in Å, forces in eV/Å.

Properties
Orbital gap (alpha / beta) ... 9.0 / 9.0 eV
SMILES ... Oc1cnncn1
LUMO level (alpha / beta) ... -0.6 / -0.6 eV
Molecular weight ... 97.08 g mol⁻¹
2S+1 ... 1

Charges per atom according to natural (NBO) partitioning, unit e: O -0.653; C 0.571; C -0.093; N -0.144; N -0.341; C 0.197; N -0.463; H 0.495; H 0.227; H 0.204

=====

# 5
Computed, not measured: an isolated molecule of C3H5FS, with ωB97M-V/def2-TZVPD.

Structure (XYZ):
```
10
Properties=species:S:1:pos:R:3:forces:R:3
C -2.100 -0.738 -0.249 0.6 1.3 0.2
C -0.910 0.020 0.419 0.4 0.5 -1.0
C 0.408 -0.615 0.137 3.9 -1.5 -1.3
H -2.872 0.088 -0.242 0.4 -1.3 -0.3
H -1.727 -0.936 -1.324 -1.1 -0.2 1.7
H -2.446 -1.606 0.398 0.5 0.9 -1.3
H -0.865 0.010 1.519 -0.9 0.5 -0.1
H 0.480 -1.770 0.038 -1.0 1.9 0.5
F -0.953 1.375 -0.096 0.3 -1.8 1.1
S 1.976 -0.010 -0.086 -3.1 -0.4 0.4
```
Positions in Å, forces in eV/Å.

Properties
Orbital gap ... 8.2 eV
SMILES ... C[C@H](F)C=S
LUMO level ... -0.6 eV
Molecular weight ... 92.14 g mol⁻¹
2S+1 ... 1

Charges per atom according to natural (NBO) partitioning, unit e: C -0.648; C 0.105; C -0.281; H 0.244; H 0.232; H 0.233; H 0.206; H 0.220; F -0.365; S 0.054